Below is 2 unconnected molecules or ions with the total composition C13H22BCl3OSi at a distorted geometry, with properties calculated with wB97M-V/def2-TZVPD.

Geometry as ORCA input:
```
! RIJCOSX wB97M-V def2-TZVPD def2/J DEFGRID3
* xyz 0 1
Cl -3.3389 -1.1374 1.4726
B -2.8156 0.6761 1.2837
Cl -4.2160 1.8940 1.4509
Cl -1.5237 1.0739 2.6836
O -2.2501 0.8584 -0.0101
C -0.9749 1.3430 -0.3039
C -0.9597 1.8051 -1.7669
C -0.7132 3.1568 -1.9844
C -0.7220 3.6545 -3.2917
C -0.9872 2.7682 -4.3570
C -1.2755 1.4125 -4.1146
C -1.3000 0.9408 -2.8077
H -0.6855 2.2039 0.3734
H -0.5184 3.7929 -1.1257
H -0.5165 4.7116 -3.4570
H -0.9945 3.1594 -5.3742
H -1.4902 0.7335 -4.9528
H -1.5732 -0.0964 -2.5930
C 3.2175 0.5150 1.6883
C 2.0851 -0.2808 2.3697
Si 0.9998 -1.2926 1.2523
C 1.8006 -1.9789 -0.3081
C 0.8630 -2.6712 -1.3155
C -0.1873 -2.4724 1.9977
C -0.4506 -2.1864 3.4742
H -0.2892 0.5172 -0.2398
H 3.9919 0.8050 2.4129
H 3.7135 -0.0757 0.9062
H 2.8348 1.4333 1.2195
H 2.4898 -1.0057 3.0931
H 1.4227 0.4122 2.9179
H 2.3775 -1.1813 -0.8066
H 2.5288 -2.7001 0.0973
H 1.4405 -3.1174 -2.1326
H 0.2920 -3.4773 -0.8449
H 0.1514 -1.9667 -1.7589
H -1.1399 -2.4232 1.4526
H 0.2623 -3.4639 1.8515
H -0.9926 -3.0116 3.9403
H 0.4877 -2.0534 4.0268
H -1.0441 -1.2749 3.5809
*
```

- HOMO level (eV) = -8.984
- ΔE to the lowest compared entry with this formula, charge and spin (eV) = 0.050
- HOMO-LUMO gap (eV) = 6.89
- E_tot (eV) = -62009.511
- molar mass (g mol⁻¹) = 339.57
- LUMO energy (eV) = -2.093